Molecular formula: C2H3FO
Method: DFT, the ωB97M-V functional and the def2-TZVPD basis

HOMO energy	-11.38	eV
calculated total energy	-253.1138	hartree
LUMO	0.808	eV
SMILES	CC(=O)F

Each line ends with the Löwdin charge.
Cartesian coordinates (Å):
C -0.7008 -0.0190 -0.0360  0.002
C 0.7857 -0.1093 -0.0059  -0.479
O 1.4417 -1.0877 -0.0843  0.150
F 1.5284 1.1073 0.0848  0.008
H -0.9894 0.5553 -0.9272  0.092
H -1.2124 -1.0138 0.0236  0.105
H -0.8532 0.5672 0.9450  0.121